{"formula": "C2H11N2O", "method": "ωB97M-V/def2-TZVPD", "symbols": ["N", "C", "C", "N", "H", "H", "H", "H", "H", "H", "H", "H", "H", "H", "H", "O"], "xyz": [[-0.119, -1.156, 0.265], [-0.306, 0.270, -0.133], [-0.791, 1.097, 1.031], [-1.123, 2.417, 0.511], [-1.014, -1.634, 0.325], [0.284, -1.242, 1.205], [0.552, -1.686, -0.316], [-1.014, 0.273, -0.963], [0.609, 0.625, -0.559], [-0.092, 1.161, 1.867], [-1.730, 0.664, 1.395], [-1.731, 2.934, 1.155], [-0.317, 3.021, 0.430], [2.858, -2.045, -1.582], [1.514, -1.802, -2.294], [1.903, -2.075, -1.455]], "atomic_forces_ev_per_a": [[0.3, -0.5, 1.0], [-0.2, -0.2, -0.4], [-0.8, 0.8, 0.0], [-0.5, 0.6, 0.4], [-0.1, -0.2, -0.2], [-0.1, 0.3, 0.0], [0.0, 0.1, -0.5], [-0.2, 0.1, 0.3], [0.8, 0.2, 0.0], [0.3, -0.5, 0.0], [0.2, 0.0, 0.1], [0.1, -0.5, -0.3], [0.3, -0.1, -0.2], [0.0, 0.0, 0.1], [0.2, -0.1, -0.2], [-0.4, 0.2, 0.0]], "homo_ha": -0.4954, "spin_multiplicity": 1, "relative_energy_kcal_mol": 10.6, "total_charge": 1, "lumo_ha": -0.124, "gap_ev": 10.109}